1.
The following is a quantum chemistry calculation of an isolated ion of composition C4H6N3O2 and charge +1, from the Open Molecules 2025 dataset.

XYZ file:
```
15
C4H6N3O2 (ωB97M-V with the def2-TZVPD basis set)
N -1.78 1.16 0.00
C -1.16 0.00 0.00
N -1.78 -1.16 0.00
N 0.20 0.00 0.00
C 1.19 1.04 0.00
O 1.03 2.20 0.00
C 2.30 0.00 0.00
C 1.19 -1.04 0.00
O 1.03 -2.20 0.00
H -1.25 2.02 0.00
H -2.79 1.23 0.00
H -1.25 -2.02 0.00
H -2.79 -1.23 0.00
H 2.94 0.00 -0.88
H 2.94 0.00 0.88
```

Calculated values
SMILES: NC(=[NH2+])N1C(=O)CC1=O
HOMO-LUMO gap (eV): 11.042
LUMO (eV): -4.1
Charge: +1

***

2.
The following is a quantum chemistry calculation of an isolated ion of composition C4H6N3O2 and charge +1, from the Open Molecules 2025 dataset.

XYZ file:
```
15
C4H6N3O2 (ωB97M-V with the def2-TZVPD basis set)
C -1.32 -0.73 0.02
N 0.11 -0.77 -0.20
C 1.16 0.70 -0.04
N 0.52 1.80 0.12
C 2.56 0.12 0.00
O 3.56 0.72 0.20
N 2.38 -1.23 -0.10
C 1.00 -1.76 0.06
O 0.85 -2.90 0.25
H -1.77 -1.70 0.41
H -1.57 -0.13 0.93
H -1.93 -0.46 -0.81
H 0.99 2.73 0.37
H -0.42 1.88 -0.28
H 3.04 -1.90 -0.28
```

Calculated values
SMILES: CN1C(=[NH2+])C(=O)NC1=O
HOMO-LUMO gap (alpha / beta) (eV): 8.520 / 8.520
LUMO (alpha / beta) (eV): -6.7 / -6.7
Charge: +1

***

Which is less stable than every other structure shown? 2 is.